The following is a DFT calculation (ωB97M-V/def2-TZVPD) of a cluster of 2 separate species, C11H15N in total.

Each line ends with the Mulliken charge.
Atoms and positions in Å:
C: -0.887 4.025 1.854  -1.268
C: -0.781 3.063 0.708  0.462
C: -1.530 3.041 -0.432  -0.688
N: -1.178 1.977 -1.225  -0.012
C: -0.167 1.277 -0.599  -0.117
C: 0.515 0.145 -1.023  -1.025
C: 1.502 -0.347 -0.182  -0.342
C: 1.793 0.276 1.039  -0.906
C: 1.102 1.405 1.441  -0.335
C: 0.101 1.928 0.620  1.181
H: -0.884 5.063 1.524  0.342
H: -0.013 3.909 2.497  0.305
H: -1.781 3.838 2.448  0.271
H: -2.331 3.723 -0.675  0.398
H: -1.569 1.764 -2.129  0.175
H: 0.287 -0.341 -1.963  0.343
H: 2.053 -1.224 -0.493  0.519
H: 2.540 -0.154 1.692  0.374
H: 1.308 1.879 2.390  0.309
C: 0.306 -3.725 -1.076  -0.691
C: -0.327 -5.101 -0.834  -1.035
H: -0.408 -3.048 -1.541  0.244
H: 0.658 -3.326 -0.127  0.265
H: 1.188 -3.784 -1.720  0.318
H: -1.063 -4.985 -0.035  0.295
H: 0.433 -5.788 -0.464  0.297
H: -0.865 -5.492 -1.695  0.319

## Properties
Energy relative to the best compared isomer or geometry (same formula, charge and spin): 0.156 eV
Calculated total energy: -482.90944 Eh
LUMO level: 0.94 eV
Gap between HOMO and LUMO: 8.681 eV

***

The following is a DFT calculation (ωB97M-V/def2-TZVPD) of a cluster of 2 separate species, C11H15N in total.

Each line ends with the Mulliken charge.
Atoms and positions in Å:
C: 2.582 1.802 1.040  -1.275
C: 1.136 1.415 0.918  0.607
C: 0.308 0.779 1.774  -0.880
N: -0.994 0.782 1.225  -0.174
C: -0.880 1.119 -0.111  -0.332
C: -1.744 0.843 -1.158  -0.556
C: -1.382 1.298 -2.417  -0.585
C: -0.166 1.962 -2.594  -0.511
C: 0.762 2.127 -1.570  -0.539
C: 0.416 1.606 -0.329  1.046
H: 2.837 1.983 2.081  0.367
H: 2.727 2.819 0.652  0.348
H: 3.202 1.141 0.484  0.290
H: 0.542 0.129 2.602  0.376
H: -1.563 -0.011 1.485  0.331
H: -2.638 0.229 -1.124  0.405
H: -2.008 1.122 -3.281  0.380
H: 0.188 2.215 -3.590  0.321
H: 1.700 2.611 -1.792  0.373
C: -0.386 -2.757 0.143  -0.585
C: -0.868 -3.672 1.259  -0.979
H: -1.181 -2.138 -0.261  0.095
H: 0.454 -2.192 0.476  0.230
H: -0.001 -3.395 -0.656  0.364
H: -1.514 -3.190 2.002  0.280
H: -0.036 -4.120 1.808  0.284
H: -1.492 -4.506 0.934  0.320

## Properties
Energy relative to the best compared isomer or geometry (same formula, charge and spin): 0.747 eV
Calculated total energy: -482.88774 Eh
LUMO level: 0.89 eV
Gap between HOMO and LUMO: 8.881 eV

***

The following is a DFT calculation (ωB97M-V/def2-TZVPD) of a cluster of 2 separate species, C11H15N in total.

Each line ends with the Mulliken charge.
Atoms and positions in Å:
C: -0.562 3.704 -1.920  -1.468
C: -0.738 2.271 -1.675  0.595
C: -1.952 1.671 -1.291  -0.657
N: -1.617 0.448 -0.867  -0.024
C: -0.234 0.299 -0.895  -0.373
C: 0.597 -0.735 -0.368  -0.235
C: 1.942 -0.874 -0.616  -0.517
C: 2.504 0.249 -1.134  -0.258
C: 1.754 1.443 -1.439  -0.655
C: 0.385 1.456 -1.464  0.869
H: 0.318 3.760 -2.478  0.365
H: -0.133 4.312 -1.028  0.234
H: -1.407 4.195 -2.348  0.393
H: -2.900 2.149 -1.421  0.396
H: -2.265 -0.236 -0.497  0.171
H: 0.020 -1.459 0.111  0.255
H: 2.393 -1.876 -0.384  0.350
H: 3.626 0.298 -1.283  0.260
H: 2.296 2.366 -1.680  0.294
C: -0.406 -2.939 2.076  -0.835
C: -0.643 -2.787 3.611  -1.031
H: -0.413 -3.954 1.867  0.396
H: -1.271 -2.680 1.514  0.274
H: 0.612 -2.642 1.827  0.261
H: -0.077 -3.640 3.974  0.260
H: -0.238 -1.850 3.934  0.289
H: -1.589 -2.948 3.875  0.390

## Properties
Energy relative to the best compared isomer or geometry (same formula, charge and spin): 2.449 eV
Calculated total energy: -482.82516 Eh
LUMO level: 0.80 eV
Gap between HOMO and LUMO: 8.261 eV

***

The following is a DFT calculation (ωB97M-V/def2-TZVPD) of a cluster of 2 separate species, C11H15N in total.

Each line ends with the Mulliken charge.
Atoms and positions in Å:
C: 0.673 -1.252 -2.541  -1.142
C: 1.574 -0.348 -1.875  0.697
C: 2.724 0.149 -2.426  -0.992
N: 3.397 0.886 -1.469  -0.108
C: 2.635 0.940 -0.291  0.519
C: 2.830 1.914 0.673  -0.888
C: 1.758 2.178 1.444  -0.320
C: 0.540 1.512 1.228  -0.471
C: 0.423 0.371 0.404  -0.413
C: 1.493 0.087 -0.477  0.227
H: 1.110 -1.481 -3.543  0.321
H: -0.416 -1.018 -2.313  0.262
H: 0.617 -2.269 -1.986  0.261
H: 2.948 0.217 -3.397  0.498
H: 4.298 1.230 -1.434  0.139
H: 3.757 2.353 0.782  0.411
H: 1.749 3.080 2.104  0.292
H: -0.443 1.901 1.615  0.290
H: -0.531 -0.087 0.443  0.414
C: -4.599 -0.904 1.627  -0.763
C: -3.216 -1.592 1.546  -0.751
H: -4.969 -0.392 0.767  0.315
H: -5.204 -1.800 1.910  0.231
H: -4.668 -0.249 2.596  0.213
H: -3.153 -2.442 2.136  0.403
H: -2.325 -1.048 2.006  0.144
H: -3.001 -1.937 0.472  0.212

## Properties
Energy relative to the best compared isomer or geometry (same formula, charge and spin): 2.429 eV
Calculated total energy: -482.82593 Eh
LUMO level: 0.95 eV
Gap between HOMO and LUMO: 8.631 eV

***

The following is a DFT calculation (ωB97M-V/def2-TZVPD) of the ion C11H15N2 with charge +1.

Each line ends with the Mulliken charge.
Atoms and positions in Å:
C: -0.754 2.899 -0.542  -1.071
N: -0.087 1.661 -0.263  0.066
C: -0.910 0.567 -0.031  0.481
C: -2.291 0.564 -0.216  -0.331
C: -2.968 -0.591 0.029  -0.496
C: -2.281 -1.789 0.280  -0.798
C: -0.907 -1.811 0.470  -0.205
C: -0.203 -0.601 0.281  -0.399
C: 1.206 -0.171 0.456  1.332
C: 2.241 -1.185 -0.061  -1.193
N: 1.552 -1.896 -1.223  -0.169
C: 1.575 0.845 1.522  -1.232
C: 1.201 1.326 0.176  -0.319
H: -0.005 3.608 -0.839  0.369
H: -1.635 2.858 -1.303  0.272
H: -1.178 3.232 0.352  0.470
H: -2.749 1.582 -0.561  0.073
H: -4.096 -0.712 0.121  0.325
H: -2.984 -2.554 0.577  0.329
H: -0.360 -2.706 0.571  0.550
H: 2.501 -1.888 0.715  0.307
H: 3.148 -0.672 -0.134  0.548
H: 1.420 -2.923 -0.955  0.364
H: 2.118 -1.884 -1.974  0.354
H: 0.656 -1.494 -1.475  0.370
H: 2.615 0.939 1.747  0.320
H: 1.095 0.995 2.481  0.272
H: 2.079 1.802 -0.203  0.409

## Properties
Charge: +1
Energy relative to the best compared isomer or geometry (same formula, charge and spin): 2.262 eV
Calculated total energy: -537.32939 Eh
LUMO level: -3.39 eV
Gap between HOMO and LUMO: 7.606 eV

***

The following is a DFT calculation (ωB97M-V/def2-TZVPD) of the ion C11H15N2 with charge +1.

Each line ends with the Mulliken charge.
Atoms and positions in Å:
C: -0.904 -2.765 1.153  -0.521
C: -1.207 -1.766 2.013  -0.291
C: -2.113 -1.463 -0.565  -0.836
C: -2.322 -0.512 0.322  -0.745
C: -0.751 -2.013 -0.220  0.162
C: -1.076 -0.376 1.207  -0.167
C: 2.287 -0.044 -0.062  -0.958
C: 0.739 1.315 -1.356  -0.031
C: 1.265 -0.811 0.725  -0.624
C: 0.073 2.628 -1.632  -0.233
C: 0.447 3.888 -1.336  -0.947
N: 1.737 1.213 -0.545  -0.140
N: -0.050 -0.802 0.201  0.429
H: -0.953 -3.897 1.264  0.408
H: -1.663 -1.843 3.044  0.407
H: -2.821 -1.854 -1.162  0.602
H: -3.217 -0.026 0.430  0.541
H: 3.246 0.073 0.479  0.396
H: 2.437 -0.717 -0.868  0.393
H: -0.191 -2.375 -1.072  0.508
H: 0.374 0.555 -2.076  0.375
H: 1.767 -1.797 0.913  0.301
H: 1.282 -0.558 1.874  0.423
H: -0.872 2.400 -2.065  0.316
H: -0.907 0.552 1.765  0.524
H: -0.036 4.747 -1.418  0.343
H: 1.509 4.228 -0.972  0.169
H: 1.923 2.020 -0.038  0.196

## Properties
Charge: +1
Energy relative to the best compared isomer or geometry (same formula, charge and spin): 4.536 eV
Calculated total energy: -537.12240 Eh
LUMO level (spin up / spin down): -4.02 / -7.70 eV
Spin multiplicity: 3
Gap between HOMO and LUMO (spin up / spin down): 4.972 / 4.462 eV

***

The following is a DFT calculation (ωB97M-V/def2-TZVPD) of a cluster of 2 separate species, C11H15N3O in total.

Each line ends with the Mulliken charge.
Atoms and positions in Å:
C: 2.492 2.081 0.976  -1.348
C: 2.610 0.666 0.371  0.687
N: 1.487 0.082 0.471  -0.134
C: 1.324 -1.287 0.025  0.846
C: 2.398 -2.070 -0.677  -1.621
C: 3.492 -1.267 -0.603  -0.034
C: 3.508 0.003 -0.037  -0.351
H: 4.477 0.737 -0.415  0.091
H: 4.364 -1.614 -1.196  0.333
H: 2.338 -2.961 -0.872  0.614
N: 0.036 -1.776 0.212  -0.234
C: -1.291 -1.506 0.400  0.263
O: -2.002 -2.643 0.556  -0.711
C: -1.438 -0.017 0.597  -0.240
N: -1.179 0.422 -0.898  -0.377
H: -0.858 1.342 -0.553  0.273
C: -2.420 0.326 -1.392  -1.109
H: -2.457 1.106 -2.220  0.375
H: -2.584 -0.415 -1.859  0.696
C: -3.497 0.957 -0.253  -0.577
H: -4.533 0.623 -0.715  0.298
H: -3.549 2.088 -0.077  0.260
C: -2.951 0.301 0.930  -0.566
H: -3.117 0.836 1.950  0.298
H: -3.467 -0.590 0.777  0.323
H: -0.689 0.342 1.285  0.653
H: 0.196 -3.156 0.022  0.324
H: 2.546 2.944 0.029  0.223
H: 3.209 2.219 1.662  0.486
H: 1.553 2.225 1.504  0.259

## Properties
Energy relative to the best compared isomer or geometry (same formula, charge and spin): 10.930 eV
Calculated total energy: -667.29176 Eh
LUMO level: 0.34 eV
Gap between HOMO and LUMO: 8.917 eV

***

The following is a DFT calculation (ωB97M-V/def2-TZVPD) of an isolated molecule of C11H15N3O3.

Each line ends with the Mulliken charge.
Atoms and positions in Å:
O: -0.359 1.828 1.533  -0.718
C: 0.064 0.683 1.501  0.575
N: 0.096 -0.175 2.521  -0.111
C: -0.280 0.160 3.871  -0.752
C: 0.894 -0.024 4.837  -0.452
C: 1.270 -1.497 5.017  -0.575
O: 1.693 -2.120 3.827  -0.526
C: 0.630 0.075 0.213  0.551
O: 1.098 -1.050 0.178  -0.711
N: 0.563 0.933 -0.809  -0.136
C: 0.976 0.621 -2.156  -0.890
C: -0.210 0.361 -3.051  0.723
C: -1.101 -0.671 -2.768  -0.435
C: -2.183 -0.859 -3.610  -0.454
C: -2.335 -0.016 -4.701  -0.403
C: -1.391 0.980 -4.895  -0.194
N: -0.358 1.168 -4.091  -0.503
H: 0.501 -1.093 2.355  0.333
H: -0.609 1.202 3.859  0.354
H: -1.116 -0.475 4.185  0.317
H: 0.621 0.386 5.810  0.347
H: 1.756 0.534 4.461  0.276
H: 0.395 -2.067 5.342  0.305
H: 2.044 -1.584 5.792  0.335
H: 2.505 -1.701 3.518  0.316
H: 0.113 1.820 -0.616  0.243
H: 1.598 -0.278 -2.092  0.357
H: 1.558 1.448 -2.569  0.269
H: -0.937 -1.306 -1.911  0.411
H: -2.894 -1.650 -3.421  0.401
H: -3.163 -0.129 -5.382  0.367
H: -1.459 1.665 -5.729  0.380

## Properties
Energy relative to the best compared isomer or geometry (same formula, charge and spin): 0.191 eV
Calculated total energy: -818.19511 Eh
LUMO level: 0.80 eV
Gap between HOMO and LUMO: 10.259 eV

***

Q: The lowest calculated total energy belongs to which entry?
A: C11H15N3O3